1.
A molecular structure, C17H22BF6N7O4PdS2. Source: the OMol25 dataset; level of theory: ωB97M-V/def2-TZVPD.

Values from the calculation:
* charge: +2
* energy above the lowest of the compared OMol25 structures with the same formula, charge and spin: 0.0 kJ/mol
* orbital gap (spin up / spin down): 9.29 / 4.88 eV
* calculated total energy: -2892.91452 a.u.
* 2S+1: 5

CARTESIAN COORDINATES (ANGSTROEM)
Pd: 0.180 -0.015 -0.271
C: -0.776 3.520 0.991
C: -1.850 2.548 0.646
C: -3.261 2.693 0.728
C: -3.819 1.412 0.280
C: -5.253 1.059 0.214
N: -2.808 0.652 -0.026
N: -1.587 1.353 0.209
B: -2.839 -0.891 -0.430
N: -2.095 -1.682 0.598
N: -0.946 -1.150 1.137
C: -0.508 -2.006 2.059
C: 0.702 -1.770 2.890
C: -1.394 -3.086 2.146
C: -2.383 -2.854 1.218
C: -3.577 -3.682 0.893
N: -2.148 -0.997 -1.860
N: -1.015 -0.190 -2.103
C: -0.680 -0.303 -3.354
C: 0.325 0.493 -4.087
C: -1.519 -1.329 -3.946
C: -2.444 -1.713 -2.909
C: -3.552 -2.696 -2.995
H: -1.193 4.508 1.173
H: -0.052 3.593 0.180
H: -0.256 3.195 1.892
H: -3.841 3.548 1.039
H: -5.869 1.896 0.527
H: -5.455 0.203 0.861
H: -5.530 0.770 -0.801
H: -3.976 -1.204 -0.576
H: 1.248 -0.882 2.587
H: 1.375 -2.624 2.821
H: 0.406 -1.661 3.934
H: -1.330 -3.922 2.821
H: -3.832 -4.306 1.747
H: -3.370 -4.351 0.056
H: -4.444 -3.072 0.649
H: 0.773 1.261 -3.468
H: -0.168 0.953 -4.948
H: 1.104 -0.173 -4.458
H: -1.464 -1.721 -4.949
H: -3.603 -3.128 -3.990
H: -4.504 -2.218 -2.764
H: -3.395 -3.498 -2.272
F: 4.583 1.536 -0.184
C: 4.655 0.326 -0.713
F: 5.111 0.389 -1.946
F: 5.406 -0.458 0.028
S: 2.932 -0.351 -0.738
O: 2.428 -0.342 0.630
O: 2.094 0.537 -1.558
N: 3.152 -1.755 -1.368
S: 1.854 -2.545 -1.833
O: 1.521 -2.393 -3.218
O: 0.738 -2.352 -0.904
C: 2.447 -4.279 -1.602
F: 3.459 -4.490 -2.418
F: 2.814 -4.468 -0.349
F: 1.437 -5.086 -1.901

Results of the Löwdin charge analysis, in e, for atoms 1 through 2:
1. Pd 1.14
2. C 0.02

2.
A molecular structure, C9H17Hg2O7S2. Source: the OMol25 dataset; level of theory: ωB97M-V/def2-TZVPD.

Values from the calculation:
* charge: +4
* orbital gap (spin up / spin down): 5.95 / 4.27 eV
* calculated total energy: -1980.99406 a.u.
* 2S+1: 2

CARTESIAN COORDINATES (ANGSTROEM)
Hg: -1.004 18.554 -9.096
Hg: 2.537 19.993 -8.626
O: 2.297 16.249 -6.784
C: 1.721 16.987 -7.622
O: 0.513 17.067 -7.784
O: 2.506 17.725 -8.291
H: 1.549 16.025 -6.225
C: 3.673 13.341 -4.730
C: 2.758 12.392 -5.435
C: 1.485 13.128 -5.821
S: 1.164 14.142 -4.353
O: 0.371 13.447 -3.445
O: 0.763 15.458 -4.782
C: 2.946 14.280 -3.727
H: 4.175 13.844 -5.557
H: 4.530 12.831 -4.290
H: 2.529 11.536 -4.800
H: 3.232 11.913 -6.292
H: 0.698 12.413 -6.060
H: 1.738 13.815 -6.629
H: 2.839 13.850 -2.731
H: 3.305 15.309 -3.697
C: 1.993 19.929 -2.532
C: 2.556 18.515 -2.718
C: 3.212 18.351 -4.075
S: 3.158 19.972 -4.958
O: 2.895 19.777 -6.388
O: 4.273 20.854 -4.546
C: 1.751 20.479 -3.958
H: 2.702 20.550 -1.985
H: 1.025 20.063 -2.051
H: 1.766 17.811 -2.457
H: 3.367 18.516 -1.990
H: 2.456 17.799 -4.634
H: 4.216 17.946 -4.205
H: 0.880 20.102 -4.495
H: 1.688 21.562 -4.061

Results of the Löwdin charge analysis, in e, for atoms 1 through 2:
1. Hg 1.10
2. Hg 1.47

3.
3 unconnected molecules or ions with the total composition C22H46NO6S2. Source: the OMol25 dataset; level of theory: ωB97M-V/def2-TZVPD.

Values from the calculation:
* orbital gap (spin up / spin down): 8.58 / 9.60 eV
* calculated total energy: -2168.12805 a.u.
* 2S+1: 2

CARTESIAN COORDINATES (ANGSTROEM)
C: -5.896 -2.102 3.183
C: -5.650 -1.744 1.621
O: -4.800 -0.579 1.571
C: -4.064 -0.529 0.311
C: -2.907 0.558 0.413
C: -1.406 0.014 0.234
C: -0.541 1.308 -0.263
C: -0.531 2.520 0.773
C: 0.759 2.589 1.731
C: 0.227 2.679 3.247
O: 1.171 2.151 4.225
C: 0.476 1.634 5.347
O: -0.474 2.194 5.913
C: -1.207 -1.088 -0.902
C: -0.853 -2.569 -0.454
C: 0.291 -3.075 -1.498
C: -2.061 -3.642 -0.680
N: -0.273 -2.767 0.895
O: 1.032 -2.816 0.922
C: -0.865 -1.946 1.975
C: 0.119 -2.144 3.260
C: -2.309 -2.396 2.493
C: -0.819 -0.355 1.683
H: -6.932 -1.776 3.540
H: -5.132 -1.528 3.814
H: -5.706 -3.215 3.361
H: -5.207 -2.663 1.109
H: -6.655 -1.467 1.132
H: -3.743 -1.565 -0.023
H: -4.829 -0.165 -0.474
H: -3.115 1.420 -0.314
H: -2.984 1.016 1.466
H: -0.977 1.614 -1.273
H: 0.525 0.931 -0.430
H: -1.447 2.609 1.437
H: -0.509 3.485 0.144
H: 1.466 1.709 1.565
H: 1.349 3.548 1.533
H: -0.759 2.109 3.403
H: 0.018 3.770 3.509
H: 0.843 0.635 5.774
H: -0.394 -0.726 -1.633
H: -2.162 -1.144 -1.546
H: -0.243 -3.073 -2.521
H: 1.150 -2.325 -1.598
H: 0.616 -4.144 -1.306
H: -2.323 -4.169 0.308
H: -1.699 -4.489 -1.370
H: -2.964 -3.189 -1.198
H: 1.050 -1.508 3.150
H: 0.386 -3.256 3.379
H: -0.477 -1.803 4.182
H: -3.049 -2.690 1.690
H: -2.764 -1.478 3.018
H: -2.170 -3.175 3.313
H: 0.304 -0.101 1.648
H: -1.300 0.200 2.549
C: 4.104 0.240 -4.335
S: 2.363 0.382 -3.881
O: 2.155 -0.431 -2.645
C: 1.730 -0.578 -5.273
H: 4.702 0.742 -3.574
H: 4.391 -0.811 -4.386
H: 4.269 0.723 -5.300
H: 2.167 -1.578 -5.264
H: 1.974 -0.069 -6.207
H: 0.647 -0.654 -5.175
C: 4.978 3.600 -2.751
S: 6.181 3.663 -4.098
O: 6.926 2.368 -4.094
C: 7.245 4.904 -3.333
H: 4.225 2.850 -2.995
H: 5.477 3.324 -1.820
H: 4.498 4.574 -2.647
H: 7.599 4.545 -2.365
H: 6.688 5.834 -3.209
H: 8.098 5.079 -3.989

Results of the Löwdin charge analysis, in e, for atoms 1 through 2:
1. C -0.08
2. C -0.26

4.
2 unconnected molecules or ions with the total composition C5H13N3. Source: the OMol25 dataset; level of theory: ωB97M-V/def2-TZVPD.

Values from the calculation:
* energy above the lowest of the compared OMol25 structures with the same formula, charge and spin: 473.6 kJ/mol
* orbital gap (spin up / spin down): 7.94 / 7.94 eV
* calculated total energy: -362.40190 a.u.

CARTESIAN COORDINATES (ANGSTROEM)
C: 1.045 0.363 -0.033
C: 1.610 -0.946 0.395
C: 1.581 0.961 -1.298
N: 0.586 -1.701 -0.322
N: -0.367 -2.250 0.329
H: 0.858 1.037 0.792
H: -1.488 -1.530 -0.030
H: -0.239 -2.231 1.357
H: 1.590 -1.118 1.480
H: 2.600 -1.183 -0.004
H: 2.651 1.199 -1.219
H: 1.068 1.889 -1.560
H: 1.466 0.263 -2.131
C: -1.602 1.082 1.147
C: -1.346 0.566 -0.239
N: -1.971 -0.559 -0.582
H: -1.840 -0.764 -1.570
H: -1.149 1.298 -1.017
H: -1.003 1.963 1.371
H: -2.657 1.353 1.246
H: -1.391 0.308 1.890

Results of the Löwdin charge analysis, in e, for atoms 1 through 2:
1. C -0.24
2. C -0.25

5.
A single C26H31N5O molecule. Source: the OMol25 dataset; level of theory: ωB97M-V/def2-TZVPD.

Values from the calculation:
* orbital gap: 7.14 eV
* calculated total energy: -1358.29674 a.u.

CARTESIAN COORDINATES (ANGSTROEM)
C: 0.066 0.235 -0.377
N: 1.100 -0.136 -1.045
N: 1.192 -0.125 -2.369
C: 2.296 -0.888 -2.902
C: 2.824 -0.196 -4.165
N: 1.756 -0.053 -5.125
C: 1.475 -0.991 -6.083
C: 2.432 -1.897 -6.575
C: 2.075 -2.751 -7.595
C: 0.787 -2.703 -8.117
C: -0.082 -1.777 -7.574
N: 0.239 -0.953 -6.593
C: 0.670 0.731 -4.579
C: 0.107 0.078 -3.310
C: 0.138 0.210 1.047
C: -0.764 0.581 2.008
N: -2.010 1.170 1.912
C: -3.125 0.637 2.670
C: -4.045 -0.184 1.756
O: -4.512 0.590 0.673
C: -3.433 1.061 -0.102
C: -2.472 1.899 0.754
C: -0.186 0.368 3.334
C: -0.596 0.991 4.454
C: -0.034 0.889 5.786
C: -0.149 1.984 6.649
C: 0.376 1.947 7.925
C: 1.015 0.805 8.382
C: 1.111 -0.299 7.552
C: 0.594 -0.262 6.271
C: 1.034 -0.490 3.163
C: 1.406 -0.293 1.690
H: -0.862 0.545 -0.854
H: 3.063 -0.944 -2.129
H: 1.974 -1.909 -3.164
H: 3.658 -0.757 -4.581
H: 3.178 0.807 -3.904
H: 3.434 -1.929 -6.179
H: 2.797 -3.454 -7.985
H: 0.478 -3.360 -8.914
H: -1.100 -1.682 -7.931
H: 1.058 1.725 -4.336
H: -0.110 0.809 -5.335
H: -0.366 -0.879 -3.574
H: -0.645 0.735 -2.872
H: -2.759 0.008 3.481
H: -3.701 1.472 3.087
H: -4.931 -0.517 2.298
H: -3.496 -1.062 1.378
H: -3.868 1.664 -0.901
H: -2.904 0.200 -0.541
H: -1.620 2.248 0.173
H: -3.027 2.774 1.120
H: -1.400 1.711 4.360
H: -0.647 2.877 6.299
H: 0.284 2.809 8.570
H: 1.424 0.774 9.381
H: 1.589 -1.201 7.909
H: 0.647 -1.144 5.653
H: 1.834 -0.204 3.844
H: 0.787 -1.540 3.345
H: 1.750 -1.205 1.204
H: 2.197 0.452 1.584

Results of the Löwdin charge analysis, in e, for atoms 1 through 2:
1. C -0.11
2. N 0.08

6.
A molecular structure, C43H46N10OPRu. Source: the OMol25 dataset; level of theory: ωB97M-V/def2-TZVPD.

Values from the calculation:
* charge: +1
* orbital gap (spin up / spin down): 5.26 / 5.25 eV
* calculated total energy: -2724.96213 a.u.

CARTESIAN COORDINATES (ANGSTROEM)
Ru: -0.388 0.181 -0.050
N: -0.193 0.382 4.358
C: -0.719 -0.169 3.269
N: -0.359 0.533 2.217
C: 0.430 1.536 2.726
N: 0.540 1.459 4.043
C: 0.998 2.635 1.995
C: 1.293 3.817 2.677
N: 1.690 4.942 2.119
C: 1.784 4.915 0.767
C: 1.576 3.797 0.029
N: 1.238 2.582 0.621
H: -0.281 0.099 5.318
H: -1.346 -1.045 3.264
H: 1.174 3.817 3.754
H: 2.043 5.847 0.281
H: 1.687 3.779 -1.044
C: -1.699 -0.109 -3.377
C: -2.717 -1.174 -2.955
C: -2.214 -2.584 -3.262
C: -3.059 -1.002 -1.459
C: -4.148 -1.952 -0.954
O: -3.419 -2.924 -0.195
C: -2.150 -2.500 -0.088
N: -1.900 -1.353 -0.624
C: -1.212 -3.478 0.447
C: -1.738 -4.743 0.759
C: -0.915 -5.809 1.047
C: 0.463 -5.644 1.022
C: 0.993 -4.396 0.752
C: 0.179 -3.294 0.488
P: 1.047 -1.696 0.263
C: 1.990 -1.563 1.831
C: 1.766 -2.389 2.933
C: 2.495 -2.217 4.101
C: 3.437 -1.205 4.197
C: 3.653 -0.365 3.115
C: 2.934 -0.539 1.945
C: 2.314 -2.246 -0.928
C: 1.853 -2.756 -2.143
C: 2.741 -3.232 -3.088
C: 4.106 -3.191 -2.837
C: 4.571 -2.692 -1.631
C: 3.681 -2.228 -0.672
H: -1.145 -0.419 -4.262
H: -0.970 0.066 -2.574
H: -2.183 0.842 -3.602
H: -3.646 -1.008 -3.509
H: -1.289 -2.792 -2.722
H: -2.016 -2.689 -4.328
H: -2.947 -3.342 -2.981
H: -3.358 0.033 -1.311
H: -4.684 -2.460 -1.754
H: -4.868 -1.457 -0.300
H: -2.809 -4.877 0.736
H: -1.343 -6.778 1.267
H: 1.122 -6.480 1.213
H: 2.067 -4.263 0.739
H: 1.036 -3.184 2.884
H: 2.324 -2.883 4.938
H: 3.999 -1.068 5.112
H: 4.379 0.435 3.184
H: 3.115 0.115 1.100
H: 0.786 -2.779 -2.339
H: 2.374 -3.635 -4.024
H: 4.807 -3.550 -3.579
H: 5.632 -2.671 -1.423
H: 4.056 -1.870 0.276
C: -3.070 1.647 0.986
N: -4.277 2.452 0.876
C: -4.512 2.773 -0.534
N: -3.388 3.502 -1.123
C: -2.191 2.685 -1.011
N: -1.883 2.309 0.392
C: -1.718 3.590 1.134
N: -2.903 4.431 1.052
C: -4.050 3.709 1.599
C: -3.177 4.732 -0.354
H: -3.234 0.682 0.507
H: -2.863 1.476 2.044
H: -5.412 3.384 -0.613
H: -4.671 1.846 -1.092
H: -1.340 3.247 -1.402
H: -2.320 1.783 -1.606
H: -0.874 4.140 0.715
H: -1.512 3.368 2.182
H: -4.940 4.334 1.517
H: -3.867 3.486 2.652
H: -2.331 5.276 -0.778
H: -4.070 5.355 -0.421
C: 1.220 1.434 -0.150
C: 2.281 1.353 -1.133
C: 2.114 0.675 -2.354
C: 3.142 0.577 -3.271
C: 4.393 1.105 -2.987
C: 4.597 1.749 -1.772
C: 3.561 1.893 -0.873
H: 1.141 0.259 -2.581
H: 2.979 0.074 -4.215
H: 5.203 1.014 -3.699
H: 5.576 2.143 -1.527
H: 3.738 2.408 0.064

Results of the Löwdin charge analysis, in e, for atoms 1 through 2:
1. Ru 0.88
2. N 0.05